(1)
This record from the OMol25 dataset describes a structure of composition C27H45BrIrN2OP2 in a non-equilibrium geometry. The level of theory is ωB97M-V/def2-TZVPD.

```
79
Properties=species:S:1:pos:R:3:forces:R:3
N -6.12593 2.73345 -3.36239 3.0 -1.6 2.2
C -5.96015 3.14568 -2.11083 -1.2 1.0 0.6
C -4.93516 2.66064 -1.28123 0.0 -0.8 -1.6
C -4.03004 1.72013 -1.84059 0.6 0.8 0.1
C -4.20234 1.30196 -3.17185 -1.1 0.7 0.3
C -5.28316 1.85581 -3.89145 -0.2 -0.5 -1.5
C -2.74853 1.46655 -1.10034 -1.9 2.1 -0.7
Ir -1.72410 -0.26823 -0.90276 0.4 0.7 -0.4
P 2.39138 -0.43805 0.62811 3.7 -1.2 0.2
C -1.52870 1.39638 -1.91216 -0.8 1.8 -0.3
C -0.33202 2.02549 -1.36241 0.6 1.1 -0.3
C 0.95606 1.73297 -1.87321 -0.9 -1.0 -0.1
C 2.03935 2.20203 -1.24566 1.8 0.0 -0.1
C 1.95295 2.99615 -0.02420 -0.5 2.5 -2.0
C 0.63089 3.71751 0.03634 1.1 0.6 0.8
C -0.45390 3.13384 -0.49595 -1.1 0.0 0.3
Br 1.89882 2.14675 1.66395 -0.3 0.3 3.2
H -2.74879 1.97884 -0.11989 0.2 -0.2 -0.7
H -1.62005 1.39972 -3.01354 0.1 -0.2 0.6
H -4.80252 3.05814 -0.27536 -0.3 0.0 -0.3
H -3.51467 0.60748 -3.67840 -0.6 0.4 0.2
H -6.66597 3.88152 -1.73380 0.0 0.1 0.0
H -5.44874 1.55251 -4.92512 0.0 0.1 0.0
H 1.06154 1.05197 -2.71585 -0.1 0.3 -0.1
H -1.44956 3.51944 -0.22953 0.6 0.0 -0.4
H 3.04454 2.12095 -1.67298 -0.4 -0.3 0.1
H 0.58621 4.58515 0.69750 -0.1 -0.2 -0.3
P -1.19348 -2.30057 -0.94665 0.5 -2.7 0.8
C 4.03850 0.16182 1.08086 -1.5 0.7 -1.0
C 4.95458 0.98532 0.26242 0.9 -0.7 -0.7
H 4.31164 0.17497 2.13394 -0.3 -0.2 0.0
H 2.84705 3.62699 0.05791 -0.5 0.1 0.0
H 4.70100 2.05677 0.33398 -0.1 -0.2 0.0
H 5.99643 0.92881 0.62816 -0.4 0.0 0.2
H 5.01831 0.68552 -0.79791 -0.4 0.3 0.4
C 2.63641 -1.08846 -1.07653 0.0 -0.2 -0.1
C 3.91550 -1.90257 -1.27499 0.0 -0.4 -0.2
H 2.61141 -0.21292 -1.73650 0.0 -0.3 0.3
H 1.72732 -1.67263 -1.30822 0.3 0.2 0.0
H 4.13020 -2.00739 -2.34895 -0.1 -0.1 0.3
H 4.76742 -1.40970 -0.80140 -0.1 -0.2 -0.2
H 3.81230 -2.90469 -0.84346 0.1 0.2 -0.1
C 2.27705 -1.77925 1.90992 -0.5 -0.3 0.3
C 3.42287 -2.02550 2.91578 0.2 -0.2 -0.1
H 2.07847 -2.70378 1.33567 0.0 0.4 0.4
H 1.38899 -1.48327 2.49112 0.0 -0.6 -0.3
H 3.37199 -3.05548 3.31917 -0.1 0.6 -0.2
H 4.39676 -1.91985 2.42686 -0.1 -0.2 0.2
H 3.37273 -1.33575 3.77259 0.1 -0.2 -0.3
C -0.76807 -2.93695 0.67015 0.1 -0.9 0.0
C -1.15411 -4.39925 0.84879 0.1 -0.4 0.5
H -1.25713 -2.29579 1.41495 0.0 0.0 -0.2
H 0.30401 -2.77667 0.79090 -0.1 -0.1 0.0
H -2.23605 -4.53565 0.89679 0.0 0.0 0.0
H -0.76884 -5.05002 0.05947 0.0 0.1 0.1
H -0.75012 -4.77144 1.79273 -0.1 -0.1 -0.1
C -0.54975 -3.24148 -2.37338 0.5 -0.2 0.3
C -1.45887 -3.22152 -3.60388 0.0 0.1 0.0
H -0.32755 -4.26481 -2.03245 -0.2 0.2 -0.1
H 0.43367 -2.78187 -2.58976 -0.4 -0.1 0.0
H -2.35570 -3.83483 -3.43677 0.3 0.2 -0.1
H -1.75070 -2.18485 -3.82820 0.0 -0.3 -0.1
H -0.91067 -3.63034 -4.46702 -0.3 0.2 0.3
C -3.09042 -2.28563 -0.90334 0.3 -1.4 -0.8
C -3.87650 -1.58735 0.20683 0.2 -0.3 0.3
H -3.09279 -3.37251 -0.73896 -0.8 -0.1 -0.2
H -3.44658 -2.11950 -1.92040 -0.3 -0.1 0.1
H -4.93546 -1.54579 -0.06511 0.2 0.2 0.0
H -3.81189 -2.14084 1.14966 0.1 0.2 -0.1
H -3.51812 -0.55689 0.38453 -0.3 0.0 0.4
C 1.96908 3.75035 5.48031 1.2 0.9 0.2
C 1.91773 2.30303 5.06262 -4.3 0.3 0.1
N 0.60972 1.88093 4.85450 2.5 -0.2 -0.4
O 2.87598 1.53917 4.93924 0.3 0.1 0.0
H 1.67945 3.86045 6.53932 0.1 -0.4 -0.2
H 1.29041 4.37603 4.87364 0.3 -0.6 0.1
H 2.99510 4.09956 5.35525 -0.1 0.2 0.2
H 0.50719 1.02186 4.31991 -0.3 0.0 0.4
H -0.09394 2.59941 4.69946 0.3 -0.1 0.2
```
Forces are in eV/Å.

The total charge is +4. The calculation puts the HOMO energy (spin up / spin down) at -17.282 / -18.660 eV. The strongest force on any atom is 0.0835 Eh/bohr. The calculation puts the orbital gap (spin up / spin down) at 5.32 / 3.56 eV. Its energy above the lowest of the compared OMol25 structures with the same formula, charge and spin is 154.4 kJ/mol. The multiplicity is 6.

(2)
This record from the OMol25 dataset describes the molecule C4H8ClN in a non-equilibrium geometry. The level of theory is ωB97M-V/def2-TZVPD.

```
14
Properties=species:S:1:pos:R:3:forces:R:3
C -2.10420 -0.90224 -1.07531 -4.6 0.4 -1.2
N -1.44277 0.18238 -0.36061 1.2 1.1 -2.6
C -0.59506 -0.45024 0.57797 0.3 -1.0 1.1
C 0.59098 -1.53152 0.16185 0.3 -0.5 3.4
C 0.83029 -0.14176 0.79193 1.0 1.2 -0.9
Cl 1.41322 1.45636 0.05730 -0.2 -1.2 -0.2
H -3.05676 -0.63715 -1.85936 3.1 0.0 1.8
H -1.45942 -1.63156 -1.48542 1.0 -0.5 -1.1
H -2.72218 -1.53012 -0.40166 0.5 0.6 0.4
H -0.89407 0.83355 -1.01422 -1.1 -1.4 1.1
H -1.25699 -0.51854 1.46262 1.0 -1.2 -0.1
H 0.83647 -2.21968 1.13756 -0.8 1.3 -2.7
H 0.94617 -2.07179 -0.78172 -0.9 1.6 1.1
H 1.34947 -0.10487 1.75372 -0.8 -0.3 -0.2
```
Forces are in eV/Å.

The total charge is 0. The calculation puts the HOMO energy at -9.114 eV. The strongest force on any atom is 0.0928 Eh/bohr. The SMILES is CN[C@H]1C[C@H]1Cl. The calculation puts the orbital gap at 10.02 eV. Its energy above the lowest of the compared OMol25 structures with the same formula, charge and spin is 261.1 kJ/mol.

(3)
This record from the OMol25 dataset describes a structure of composition C22H20AlClN in a non-equilibrium geometry. The level of theory is ωB97M-V/def2-TZVPD.

```
45
Properties=species:S:1:pos:R:3:forces:R:3
C -2.30616 -1.86545 -1.43499 -1.1 0.8 -1.7
C -1.81615 -2.05827 -2.77091 -1.0 0.0 1.1
C -1.76491 -0.81581 -3.41517 -0.3 0.5 -0.1
H -1.65437 -3.02812 -3.24629 0.3 0.4 0.4
C -2.16786 0.19684 -2.52743 -0.5 -0.7 0.1
C -2.52201 -0.39789 -1.25785 -0.2 -0.8 -1.2
H -3.17996 0.04019 -0.50139 0.5 -0.1 -0.2
H -2.72835 -2.63709 -0.79406 0.4 0.2 0.0
H -1.54991 -0.67013 -4.47812 0.3 0.0 0.6
H -2.38398 1.22390 -2.81568 0.5 -0.1 0.3
Al -0.70332 -0.94125 -0.44372 1.4 0.2 1.0
Cl 0.08595 -2.83911 0.02710 0.5 -0.6 0.5
C 2.51362 -0.74812 -1.54944 -0.8 0.2 -0.1
C 2.75192 0.51591 -2.16911 -0.1 -0.3 -0.6
C 2.77465 0.31592 -3.58234 -0.2 -0.3 1.0
H 2.89272 1.45313 -1.63048 0.0 -0.2 -0.2
C 2.53200 -1.06626 -3.83839 0.0 -0.1 1.2
C 2.37544 -1.72550 -2.57947 -0.2 0.4 -0.6
H 2.15858 -2.78563 -2.39838 0.1 0.5 -0.2
H 2.47425 -0.95832 -0.47323 0.2 0.1 -0.4
H 2.92578 1.09029 -4.32961 0.0 -0.1 0.1
H 2.45854 -1.54346 -4.81079 0.0 0.1 0.1
C -0.28096 4.24747 0.66233 -0.1 0.1 -0.1
C -0.22486 3.40458 -0.45717 0.0 -0.2 0.2
C -0.19679 2.02328 -0.30072 0.0 0.3 0.3
C -0.25949 1.46850 0.99463 -0.2 -0.1 0.2
C -0.24474 2.31177 2.12876 -0.1 0.5 -0.2
C -0.28550 3.69896 1.95141 0.2 -0.2 -0.5
N -0.43486 0.09114 1.11777 0.2 0.2 -0.8
C -0.23742 -0.50605 2.38641 0.0 -0.1 -0.2
C 1.01178 -0.45685 3.02441 -0.2 -0.4 0.1
C 1.23464 -1.26996 4.13741 -0.3 0.2 -0.1
C 0.19024 -2.03106 4.67458 -0.2 0.1 0.0
C -1.08953 -1.94818 4.11395 0.1 -0.1 0.0
C -1.30845 -1.20276 2.96035 0.5 0.3 0.2
H -0.31463 5.33336 0.52267 0.0 -0.4 0.1
H -0.20352 3.81106 -1.46833 0.0 0.0 0.3
H -0.12909 1.36763 -1.18480 0.1 0.4 0.4
H -0.22818 1.89166 3.14014 -0.1 0.1 -0.5
H -0.32674 4.36935 2.81065 0.1 -0.2 -0.1
H 1.79171 0.19187 2.61626 -0.2 -0.4 0.0
H 2.22882 -1.31483 4.57672 -0.2 0.0 0.0
H 0.36208 -2.66739 5.54778 0.0 0.2 -0.3
H -1.92772 -2.47257 4.56690 0.2 0.0 0.0
H -2.29324 -1.09672 2.49764 0.3 -0.2 0.1
```
Forces are in eV/Å.

The total charge is -1. The calculation puts the HOMO energy at -3.123 eV. The strongest force on any atom is 0.0414 Eh/bohr. The calculation puts the orbital gap at 5.89 eV. Its energy above the lowest of the compared OMol25 structures with the same formula, charge and spin is 79.2 kJ/mol.

(4)
This record from the OMol25 dataset describes a cluster of 2 separate species, C8H9N6 in total in a non-equilibrium geometry. The level of theory is ωB97M-V/def2-TZVPD.

```
23
Properties=species:S:1:pos:R:3:forces:R:3
C -0.72343 -0.33665 2.13559 2.8 0.2 1.8
C -1.45339 -2.02309 0.71863 -0.4 0.0 0.3
C -1.45517 1.65715 0.37831 -1.6 -1.8 -0.6
C -1.49071 0.01037 -1.31573 -1.3 0.5 -0.3
C 1.29341 0.77393 -0.72622 0.3 -1.7 -0.9
C -1.76066 -0.73264 1.22030 -2.6 3.0 0.5
C 0.96651 -0.63634 -0.45276 1.8 -1.6 -2.6
C -1.63304 0.36582 0.06650 0.1 -0.8 0.5
N 0.27115 -0.06762 2.67522 -1.8 -0.2 -0.6
N -0.97396 -2.98617 0.36621 0.5 -1.6 -0.8
N -1.35782 2.81366 0.56166 1.3 0.6 0.4
N -1.51642 -0.09823 -2.46714 0.5 -0.2 0.6
N 1.22582 -1.61407 -1.27993 0.6 0.4 -1.7
N 2.53508 0.73339 -0.01050 -3.9 -1.1 4.7
H 0.57356 1.35247 -0.27277 -1.1 1.7 0.7
H 1.24485 0.89810 -1.81220 0.8 0.6 0.2
H -2.77163 -0.63935 1.81509 1.6 -0.5 -1.5
H 0.76474 -0.91628 0.52716 -0.5 -0.5 1.5
H 1.09048 -2.59730 -0.98951 0.2 0.8 -0.2
H 1.62426 -1.46211 -2.29526 -1.4 -0.2 2.7
H 3.25633 1.08323 -0.47059 4.2 2.0 -2.0
H -2.11240 3.45771 0.58120 -0.8 0.8 0.1
H 2.40242 0.96407 1.04672 0.8 -0.3 -2.9
```
Forces are in eV/Å.

The total charge is +1. The calculation puts the HOMO energy at -13.643 eV. The strongest force on any atom is 0.1213 Eh/bohr. The calculation puts the orbital gap at 9.30 eV. Its energy above the lowest of the compared OMol25 structures with the same formula, charge and spin is 127.0 kJ/mol.

(5)
This record from the OMol25 dataset describes a structure of composition C33H32N3O8PS2Zr. The level of theory is ωB97M-V/def2-TZVPD.

```
80
Properties=species:S:1:pos:R:3:forces:R:3
Zr -0.12108 0.39268 0.99862 0.6 -0.1 -0.5
O 2.57518 4.89967 4.40474 -0.1 0.0 0.0
C 2.07043 4.02222 3.76794 0.1 -0.1 0.1
C 2.30576 3.71466 2.28261 0.0 0.1 -0.1
O 3.09714 4.25061 1.53307 0.0 0.0 0.0
C 1.41180 2.61583 2.00393 0.0 -0.2 0.0
C 0.77900 2.12090 3.12014 0.0 -0.1 0.0
O 0.07266 1.03568 3.01017 0.0 0.3 0.0
C 1.11178 2.93689 4.30877 -0.1 0.0 0.0
O 0.75955 2.80839 5.44971 0.0 0.0 0.0
O 1.25448 1.96686 0.85459 -0.1 0.1 0.1
C -2.52117 -3.07988 -0.76924 0.0 0.0 0.0
C -1.99431 -4.19500 -0.12724 0.0 0.0 0.0
C -0.85754 -4.05925 0.64044 0.0 -0.1 -0.2
C -0.23376 -2.81660 0.73292 0.1 0.1 0.2
N -0.76432 -1.73353 0.12957 -0.2 0.0 0.1
C -1.88822 -1.87255 -0.58749 0.1 0.0 0.0
C 0.96871 -2.56868 1.54958 0.0 0.1 0.1
C 1.73716 -3.60664 2.07740 0.0 -0.1 0.0
C 2.84963 -3.31781 2.84902 0.0 0.0 0.0
C 3.18491 -1.99140 3.10172 0.0 0.0 0.0
C 2.39857 -0.96737 2.59111 0.1 0.0 0.0
C 1.27992 -1.22506 1.79739 -0.3 0.0 0.2
H -3.41854 -3.14093 -1.36772 0.0 0.0 0.0
H -2.48397 -5.15654 -0.21109 0.0 0.0 0.0
H -0.45806 -4.90534 1.17835 0.0 0.0 0.0
H -2.30374 -0.96514 -1.00640 0.0 0.0 0.0
H 1.48508 -4.64250 1.88362 0.0 0.0 0.0
H 3.45185 -4.12039 3.25429 0.0 0.0 0.0
H 4.04916 -1.76206 3.71298 0.0 0.0 0.0
H 2.65849 0.05867 2.83504 0.0 0.0 0.0
C -0.60852 0.16350 -3.14716 0.0 0.0 0.0
P -0.62524 1.29249 -1.70770 -0.2 0.1 0.0
C -2.19247 2.17519 -2.02567 0.0 0.0 0.0
C 0.58535 2.57415 -2.15298 0.1 0.0 0.0
H -0.58284 0.74608 -4.06956 0.0 0.0 0.0
H -1.51808 -0.43760 -3.14497 0.0 0.0 0.0
H 0.25464 -0.49706 -3.11894 0.0 0.0 0.0
H -2.24161 2.50663 -3.06442 0.0 0.0 0.0
H -2.24900 3.03849 -1.36499 0.0 0.0 0.0
H -3.04748 1.53146 -1.81397 0.0 0.0 0.0
H 0.31644 3.04199 -3.10111 0.0 0.0 0.0
H 1.57296 2.12304 -2.23301 0.0 0.0 0.0
H 0.60784 3.32320 -1.36196 0.0 0.0 0.0
C -7.53637 2.58048 -1.76797 0.0 0.0 0.0
C -6.33059 2.32745 -0.90376 0.0 0.0 0.0
C -5.98294 1.03942 -0.51374 0.0 0.0 0.0
C -4.87212 0.80950 0.28770 0.0 0.1 0.0
C -4.10310 1.88561 0.69626 0.0 -0.1 -0.1
C -4.43506 3.18320 0.32955 0.0 0.0 0.0
C -5.54362 3.39459 -0.46800 0.0 0.0 0.0
S -2.68888 1.63925 1.71052 -0.1 0.1 0.3
O -2.27802 0.20365 1.45710 0.3 0.0 0.0
O -3.06567 1.91757 3.05662 0.0 0.0 -0.1
O -1.58735 2.43670 1.14534 0.0 0.0 0.0
H -7.99591 1.64765 -2.09033 0.0 0.0 0.0
H -7.26578 3.15422 -2.65515 0.0 0.0 0.0
H -8.28597 3.15611 -1.22281 0.0 0.0 0.0
H -6.58936 0.20243 -0.83806 0.0 0.0 0.0
H -4.59764 -0.19218 0.59052 0.0 0.0 0.0
H -3.82045 4.01124 0.65869 0.0 0.0 0.0
H -5.80561 4.40380 -0.76253 0.0 0.0 0.0
N 3.65091 1.41684 -0.33690 -0.1 0.1 0.1
C 3.48113 0.16127 -0.74085 0.1 -0.1 -0.1
S 1.94678 -0.49792 -1.04745 0.0 0.0 0.1
N 4.61353 -0.53744 -0.98587 -0.1 -0.1 -0.1
C 4.70340 -1.92269 -1.31389 0.0 0.1 0.1
C 5.44456 -2.31065 -2.41750 0.0 0.0 -0.1
C 5.58641 -3.65974 -2.71230 0.0 0.0 0.0
C 4.97654 -4.61360 -1.91158 0.0 0.0 0.0
C 4.23656 -4.21427 -0.80518 0.0 0.0 0.0
C 4.10618 -2.87148 -0.49641 0.0 0.0 0.0
H 2.82714 1.92990 -0.02008 0.0 0.0 0.0
H 4.54631 1.73742 -0.00385 0.0 0.0 0.0
H 5.46803 -0.00592 -1.04926 0.0 0.0 0.0
H 5.90093 -1.55720 -3.04826 0.0 0.0 0.0
H 6.16730 -3.96118 -3.57366 0.0 0.0 0.0
H 5.08306 -5.66473 -2.14450 0.0 0.0 0.0
H 3.76884 -4.95285 -0.16690 0.0 0.0 0.0
H 3.54829 -2.55438 0.37240 0.0 0.0 0.0
```
Forces are in eV/Å.

The total charge is 0. The calculation puts the HOMO energy at -8.046 eV. The strongest force on any atom is 0.0152 Eh/bohr. The calculation puts the orbital gap at 7.59 eV. Its energy above the lowest of the compared OMol25 structures with the same formula, charge and spin is 37.4 kJ/mol.

(6)
This record from the OMol25 dataset describes a cluster of 2 separate species, C5H4ClN3O in total in a non-equilibrium geometry. The level of theory is ωB97M-V/def2-TZVPD.

```
14
Properties=species:S:1:pos:R:3:forces:R:3
C 1.37545 0.37892 0.86787 -0.5 1.8 0.4
C -0.04400 0.00359 0.99830 -1.1 -2.7 0.8
C -0.32238 -1.30176 0.89800 -1.4 -0.2 0.1
N -0.71209 -2.41467 1.21689 1.1 -1.2 0.0
Cl -0.88295 -3.93725 0.20433 -0.1 2.0 0.3
C -1.10166 0.84220 1.46053 1.7 -0.6 -1.8
N -1.82719 1.71116 1.55825 -1.6 1.3 0.8
H 1.88981 -0.02338 1.73379 0.6 0.3 0.0
H 1.71912 -0.00537 -0.06564 0.6 -0.3 -0.5
H 1.35509 1.48824 0.80595 0.7 -0.7 0.2
N -0.35113 0.45444 -1.69289 -1.1 0.2 -0.2
C -0.10731 1.10719 -2.69468 0.6 -1.0 -0.1
O 0.31745 1.60429 -3.64383 0.0 0.8 -0.4
H -1.30821 0.09240 -1.64687 0.5 0.1 0.3
```
Forces are in eV/Å.

The total charge is 0. The calculation puts the HOMO energy at -9.228 eV. The strongest force on any atom is 0.0580 Eh/bohr. The SMILES is CC(=C=NCl)C#N.N=C=O. The calculation puts the orbital gap at 7.80 eV. Its energy above the lowest of the compared OMol25 structures with the same formula, charge and spin is 253.9 kJ/mol.

(7)
This record from the OMol25 dataset describes a structure of composition C4H11N3 in a non-equilibrium geometry. The level of theory is ωB97M-V/def2-TZVPD.

```
18
Properties=species:S:1:pos:R:3:forces:R:3
C 1.30399 -0.61079 0.23387 -2.4 0.3 2.3
C 0.56777 -0.22023 -0.99923 -1.1 -0.3 -0.2
C -1.43309 1.29194 -0.33286 -0.2 -0.1 0.7
C -0.95734 -0.14482 -0.49987 0.4 0.0 -3.2
N 2.22658 0.26862 0.75114 0.6 0.2 0.2
N -0.20382 -0.61077 1.20567 1.1 -0.4 -1.0
N -1.86386 -0.95496 -1.01826 0.6 0.2 1.3
H 1.59339 -1.65230 0.32639 0.1 0.1 0.0
H 1.93258 1.23577 0.76377 0.0 -0.1 -0.1
H 2.62131 -0.00389 1.64160 0.0 0.0 -0.1
H -0.64585 -1.52248 1.29945 0.1 0.4 0.4
H -0.48944 0.09251 1.88567 0.6 -0.4 0.1
H -1.46292 -1.87552 -1.21491 0.0 0.3 -0.2
H 0.66842 -0.98709 -1.76730 -0.1 0.1 -0.1
H 0.88375 0.73242 -1.42881 0.1 0.0 0.1
H -0.63795 2.00995 -0.11304 0.1 -0.1 0.0
H -1.96357 1.61326 -1.23082 0.1 -0.1 0.0
H -2.13996 1.33837 0.49755 -0.1 0.0 -0.1
```
Forces are in eV/Å.

The total charge is 0. The calculation puts the HOMO energy at -7.507 eV. The strongest force on any atom is 0.0650 Eh/bohr. The calculation puts the orbital gap at 8.24 eV. Its energy above the lowest of the compared OMol25 structures with the same formula, charge and spin is 342.4 kJ/mol.